Computed, not measured: a structure of composition C17H19BBaN6O3 at a distorted geometry, with the ωB97M-V functional and the def2-TZVPD basis.

Highest occupied orbital energy (alpha / beta) in Ha: -0.5283 / -0.5261
M in g mol⁻¹: 503.52
Frontier orbital gap (alpha / beta) in eV: 5.038 / 4.306

```
! RIJCOSX wB97M-V def2-TZVPD def2/J DEFGRID3
* xyz 2 1
C -3.22 0.20 -0.38
N -2.17 -0.60 -0.68
N -2.58 -1.42 -1.73
C -3.87 -1.11 -2.05
C -4.32 -0.08 -1.21
B -1.62 -2.53 -2.33
N -0.35 -2.08 -3.18
N 0.74 -1.46 -2.58
C 1.65 -1.25 -3.57
C 1.16 -1.71 -4.81
C -0.11 -2.23 -4.51
Ba 0.27 0.10 -0.45
N -1.07 -3.37 -1.12
N -0.27 -2.72 -0.20
C 0.06 -3.63 0.72
C -0.52 -4.89 0.41
C -1.23 -4.66 -0.77
H 0.68 -3.40 1.57
H -1.82 -5.34 -1.37
H -0.43 -5.81 0.97
H -2.28 -3.22 -3.03
H -0.83 -2.71 -5.15
H -4.39 -1.65 -2.83
H 1.65 -1.68 -5.78
H -5.30 0.39 -1.21
H 2.58 -0.73 -3.41
H -3.16 0.98 0.37
H 2.68 0.28 -0.36
C 3.00 1.31 -0.58
H 3.74 1.16 -1.37
H 2.23 2.05 -0.90
H 3.44 1.66 0.37
O 0.41 1.25 4.28
C 0.82 2.50 4.03
C 1.25 3.27 5.11
C 1.70 4.56 4.89
C 1.74 5.12 3.61
C 1.32 4.38 2.53
C 0.85 3.10 2.73
C 0.40 2.34 1.56
O 0.45 2.76 0.37
O -0.06 1.17 1.86
H 0.14 0.87 3.39
H 1.20 2.80 6.08
H 2.02 5.13 5.76
H 2.09 6.13 3.44
H 1.33 4.75 1.51
*
```

Here are the Löwdin charges for atoms 1 to 4, given in e:
1. C -0.1369
2. N -0.2175
3. N -0.0453
4. C -0.0424